Record 1
The following is a quantum chemistry calculation of a molecular structure, C54H45BrIN4O4Rb, from OMol25.

Geometry as XYZ:
```
110
Properties=species:S:1:pos:R:3:mulliken_charge:R:1
Rb -1.38657 0.57673 -0.93168 0.864
C 1.47954 -1.86827 -5.71402 -0.630
C 0.15106 -2.12698 -6.02173 -0.615
C -0.86009 -1.34624 -5.48314 0.136
C -0.56890 -0.27079 -4.63573 -0.459
C 0.77192 -0.04002 -4.30740 0.430
C 1.77875 -0.82841 -4.84323 -0.571
N -1.59110 0.49823 -4.07328 -0.117
C -2.24604 1.32114 -4.84983 0.470
C -1.88225 1.57562 -6.23448 -0.501
C -2.58945 2.41641 -7.03091 -0.642
C -3.73985 3.10304 -6.55759 -0.777
C -4.11996 2.91278 -5.26277 -0.453
C -3.41199 2.05700 -4.38139 0.255
N -3.78475 1.88770 -3.08162 0.519
N -4.87320 2.43656 -2.72540 -0.792
C -5.20599 2.25957 -1.37586 -0.046
C -6.42242 2.83130 -0.97554 -0.234
C -6.82965 2.70948 0.33628 -0.432
C -6.01717 2.02337 1.23101 -0.521
C -4.83169 1.49327 0.74669 -0.194
N -4.42664 1.59482 -0.51867 0.101
H 2.26879 -2.49504 -6.10970 0.383
H -0.10211 -2.95554 -6.67467 0.329
H -1.89926 -1.54976 -5.71688 0.461
H 0.99536 0.73771 -3.58597 0.251
H 2.80874 -0.65004 -4.55674 0.216
H -1.00456 1.08050 -6.62849 0.311
H -2.25552 2.57456 -8.05197 0.347
H -4.28758 3.77408 -7.20786 0.335
H -4.98030 3.42687 -4.85553 0.391
H -7.00677 3.35636 -1.71900 0.418
H -7.76689 3.14523 0.66336 0.347
H -6.28006 1.89514 2.27289 0.353
H -4.16698 0.95740 1.41841 0.208
C 4.73444 -2.11998 3.01637 -1.819
C 3.23855 -2.09509 2.75629 1.663
C 2.54418 -3.22770 3.52124 -2.016
O 2.71627 -0.83911 3.12420 -0.362
C 1.51233 -0.71303 2.35128 -0.665
C 1.87156 -1.39383 0.99282 -1.400
O 3.00021 -2.22009 1.37810 -0.245
C 2.15995 -0.73767 -0.41020 2.596
O 1.04958 -0.12657 -0.88611 -0.407
C 3.37917 0.19841 -0.48207 -0.749
C 4.21312 0.53794 0.57334 0.552
C 5.28467 1.40758 0.38993 -0.745
C 5.54035 1.95739 -0.85562 -0.865
C 4.69852 1.64175 -1.91775 -0.768
C 3.63626 0.77466 -1.72658 -0.007
C 2.51620 -2.00307 -1.26482 0.189
C 1.48454 -2.64360 -1.93910 -0.330
C 1.71736 -3.78683 -2.69142 -0.800
C 3.00143 -4.30538 -2.79045 -0.627
C 4.04403 -3.66917 -2.12853 -0.952
C 3.80049 -2.53300 -1.36748 -0.238
C 0.82479 0.65628 2.52164 2.512
O -0.33821 0.64587 1.78901 -0.679
C 0.42746 0.84629 4.01838 -0.739
C 0.66565 -0.04790 5.05174 -0.022
C 0.13349 0.16669 6.32263 -0.984
C -0.63749 1.28484 6.58357 -0.402
C -0.87735 2.19454 5.55552 -0.820
C -0.35448 1.97249 4.29628 -0.167
C 1.72688 1.83641 2.14492 -0.424
C 1.60832 2.43283 0.89801 0.186
C 2.40896 3.51382 0.55285 -0.528
C 3.33262 4.01961 1.45657 -0.622
C 3.46370 3.42354 2.70400 -0.989
C 2.66924 2.33757 3.04194 0.090
H 4.92384 -2.05660 4.08941 0.392
H 5.22251 -1.28795 2.51244 0.297
H 5.14852 -3.05210 2.63127 0.374
H 2.68091 -3.09749 4.59690 0.340
H 2.98478 -4.17773 3.21640 0.514
H 1.47727 -3.26281 3.29876 0.353
H 0.76931 -1.39281 2.78813 0.693
H 1.02825 -2.04792 0.75421 0.591
H 4.00146 0.16713 1.56280 0.010
H 5.90404 1.67546 1.23914 0.412
H 6.37054 2.64104 -0.99510 0.316
H 4.87076 2.07750 -2.89631 0.411
H 2.96731 0.53046 -2.54333 -0.114
H 0.50167 -2.19102 -1.88686 0.272
H 0.89787 -4.25518 -3.22440 0.389
H 3.19238 -5.18840 -3.39060 0.354
H 5.05307 -4.06135 -2.20423 0.387
H 4.61650 -2.05069 -0.84133 0.461
H 1.27637 -0.92414 4.88096 0.360
H 0.32465 -0.55591 7.10830 0.415
H -1.05770 1.44572 7.56954 0.376
H -1.48643 3.07262 5.73950 0.377
H -0.56232 2.65860 3.48442 0.432
H 0.92823 1.98579 0.18688 -0.407
H 2.32424 3.94914 -0.43608 0.414
H 3.96042 4.86028 1.18330 0.377
H 4.19149 3.80218 3.41390 0.364
H 2.77535 1.87350 4.01533 0.437
Br -4.81892 0.20406 4.65616 -0.193
C -5.03765 -1.38635 3.62502 0.371
C -6.25093 -2.04910 3.75437 -0.567
C -6.48019 -3.20334 3.02404 -0.391
C -5.49500 -3.67487 2.16764 -0.714
C -4.29504 -2.99318 2.04907 -0.359
C -4.02677 -1.83189 2.77811 -0.014
I -2.16191 -0.79558 2.46223 0.280
H -7.00731 -1.65345 4.41921 0.359
H -7.42609 -3.72210 3.11697 0.335
H -5.66539 -4.57246 1.58546 0.350
H -3.53325 -3.35937 1.37032 0.394
```

## Properties
2S+1	1
F_max	0.61	eV Å⁻¹
E_LUMO	3.74	eV
energy above the lowest of the compared OMol25 structures with the same formula, charge and spin	21.2	kJ/mol
HOMO level	-2.0190	eV
charge	-2
energy	-5500.57988	hartree
HOMO-LUMO gap	0.212	hartree

---

Record 2
The following is a quantum chemistry calculation of a molecular structure, C54H45HfN5O9 at a distorted geometry, from OMol25.

Geometry as XYZ:
```
114
Properties=species:S:1:pos:R:3:mulliken_charge:R:1
Hf 0.27876 0.15130 -0.44636 2.772
O 2.19630 0.99173 0.88219 -0.466
C 3.25684 1.88376 0.49744 -0.471
C 3.90708 1.20512 -0.69760 -1.145
N 2.88584 0.95855 -1.69496 0.759
C 3.14567 -0.18130 -2.53783 -1.166
C 3.02160 -1.49584 -1.80610 0.357
O 3.83627 -2.36142 -1.88361 -0.522
O 1.95808 -1.51449 -0.95467 0.093
C 2.59463 2.09852 -2.54665 -1.034
C 1.14907 2.11529 -2.93607 0.321
O 0.69799 2.80097 -3.80721 -0.709
O 0.44062 1.37986 -2.13869 -0.530
H 1.81394 1.24840 1.73749 0.050
H 3.96970 2.02875 1.30963 0.594
H 2.82105 2.82664 0.23031 0.104
H 4.33657 0.24619 -0.38243 0.371
H 4.74791 1.83202 -1.04687 0.438
H 4.10339 -0.14512 -3.06254 0.303
H 2.37031 -0.21702 -3.32469 0.493
H 3.15884 2.09562 -3.48675 0.335
H 2.81680 3.02300 -2.02672 0.513
C -8.07019 -2.04409 -5.78227 -0.854
O -6.70392 -2.12544 -6.07241 -0.449
C -5.82494 -1.84975 -5.04282 1.024
C -6.23622 -1.44481 -3.77644 -0.556
C -5.27886 -1.11537 -2.84869 -0.466
C -3.93422 -1.18766 -3.17302 -0.759
C -3.56750 -1.64762 -4.42361 -0.018
C -4.49493 -1.95650 -5.38567 -1.060
C -2.85354 -0.80791 -2.20569 1.625
C -1.91475 -1.82822 -1.84335 -0.330
C -2.08899 -3.18780 -2.04361 -1.299
C -0.93844 -3.82210 -1.62258 -1.172
C -0.07501 -2.83401 -1.20590 0.245
N -0.62769 -1.59220 -1.35515 0.311
C 1.18972 -2.93508 -0.46016 1.201
C 0.92514 -2.60480 0.96057 -0.247
C 0.99206 -3.41036 2.09084 -1.061
C 0.73962 -2.58087 3.15521 -1.293
C 0.47916 -1.30121 2.62375 -0.726
C 0.19548 -0.09360 3.36607 1.604
C 0.24718 -0.14747 4.84930 -0.193
C 1.41935 -0.35041 5.58121 -0.195
C 1.39417 -0.32022 6.96153 -0.958
C 0.21111 -0.19485 7.66914 1.054
O 0.31232 -0.22351 9.02127 -0.463
C -0.88068 -0.20047 9.75205 -0.824
C -0.97793 -0.02039 6.95963 -0.550
C -0.93741 0.02061 5.58274 -0.240
C -0.12781 1.06446 2.74886 -0.503
N -0.39032 1.20045 1.37173 -0.026
C -0.63924 2.52356 1.18188 0.840
C -1.17452 3.08521 0.02291 0.930
C -0.98448 4.49223 -0.24507 -1.162
C 0.32216 4.91422 -0.40714 0.206
C 0.64092 6.25544 -0.64418 -0.826
C -0.36439 7.19314 -0.66220 0.941
O -0.15929 8.53069 -0.88944 -0.479
C 1.17406 8.91092 -1.05384 -0.820
C -1.69056 6.79697 -0.45310 -1.084
C -1.99319 5.46812 -0.26644 0.093
C -1.89790 2.22952 -0.82526 1.442
C -2.98678 2.67171 -1.70592 -1.741
C -3.51674 1.56800 -2.25611 -1.655
C -2.75876 0.45350 -1.73642 -0.265
N -1.82469 0.89067 -0.84935 -0.244
C -0.44444 3.27972 2.42822 -1.839
C -0.21125 2.35283 3.38057 -1.400
N 0.54981 -1.34672 1.24251 0.387
C 2.11200 -4.07492 -0.61652 -0.230
C 2.06819 -4.86874 -1.73928 0.368
C 3.02578 -5.83227 -1.99940 -1.463
C 4.07604 -5.98723 -1.12107 1.058
O 5.05958 -6.88299 -1.42475 -0.477
C 6.24041 -6.91498 -0.62368 -0.825
C 4.12513 -5.21708 0.02272 -0.917
C 3.15794 -4.26453 0.27877 -0.771
H -8.57128 -2.23827 -6.73706 0.237
H -8.35877 -1.07233 -5.38066 0.320
H -8.33885 -2.82889 -5.07568 0.355
H -7.29819 -1.38178 -3.54164 0.363
H -5.54129 -0.76738 -1.85574 0.493
H -2.52310 -1.76708 -4.65665 0.549
H -4.29312 -2.24500 -6.39326 0.464
H -2.98446 -3.64619 -2.46612 0.579
H -0.78235 -4.88329 -1.61147 0.769
H 1.20213 -4.47663 2.11345 0.710
H 0.76237 -2.85883 4.20877 0.569
H 2.35108 -0.46478 5.07011 0.500
H 2.29671 -0.45716 7.53915 0.394
H -0.62018 -0.30757 10.81266 0.232
H -1.49898 -1.06103 9.41207 0.340
H -1.43302 0.69664 9.57184 0.328
H -1.94411 0.07762 7.47068 0.345
H -1.86436 0.15014 4.99886 0.409
H 1.11975 4.18798 -0.43601 0.185
H 1.65593 6.54882 -0.75955 0.486
H 1.20249 9.99826 -1.20540 0.245
H 1.61626 8.48059 -1.95523 0.325
H 1.76419 8.71291 -0.15177 0.321
H -2.43858 7.57576 -0.51758 0.442
H -3.02840 5.13163 -0.09633 0.530
H -3.27464 3.69964 -1.85102 0.568
H -4.34530 1.47105 -2.91493 0.617
H -0.53068 4.36025 2.49044 0.580
H -0.04409 2.50739 4.45122 0.562
H 1.30076 -4.63469 -2.49629 0.536
H 3.04178 -6.39806 -2.91662 0.421
H 6.88515 -7.62356 -1.11307 0.245
H 6.00041 -7.23602 0.39124 0.316
H 6.70581 -5.91000 -0.61485 0.340
H 4.94504 -5.36074 0.71477 0.378
H 3.26895 -3.63574 1.13340 0.598
```

## Properties
2S+1	1
F_max	1.77	eV Å⁻¹
E_LUMO (spin up / spin down)	-0.54 / -0.54	eV
energy above the lowest of the compared OMol25 structures with the same formula, charge and spin	0.0	kJ/mol
HOMO level (spin up / spin down)	-6.3016 / -6.3011	eV
energy	-3083.86447	hartree
HOMO-LUMO gap (spin up / spin down)	0.212 / 0.212	hartree

---

energy above the lowest of the compared OMol25 structures with the same formula, charge and spin of number 1 (C54H45BrIN4O4Rb)?
21.2 kJ/mol

---

energy of number 1 (C54H45BrIN4O4Rb)?
-5500.57988 hartree

---

Which of these has the highest energy above the lowest of the compared OMol25 structures with the same formula, charge and spin?
C54H45BrIN4O4Rb